Below is a cluster of 2 separate species, C30H38F5N2OS in total in a non-equilibrium geometry, with properties calculated with ωB97M-V/def2-TZVPD.

Kohn-Sham gap ... 6.4 eV
Charge ... +1
Calculated total energy ... -2247.9767 a.u.
HOMO level ... -11.1 eV

```
77
Properties=species:S:1:pos:R:3:forces:R:3:mulliken_charge:R:1
C 5.171418 -4.857258 1.231036 -0.127 -0.077 -0.016 -1.299
C 3.680855 -4.566518 1.397477 0.031 -0.023 -0.070 -0.280
C 3.413498 -3.193024 2.002678 -0.223 -0.140 0.055 0.373
C 1.927914 -2.885338 2.186212 0.034 0.213 0.172 -0.892
S 1.051472 -2.479765 0.640864 0.519 -0.018 0.014 -0.227
C -0.614416 -2.384982 1.314996 -0.273 -0.027 -0.184 0.627
C -1.343311 -3.713327 1.170478 -0.187 0.034 0.030 -0.590
C -2.767038 -3.635300 1.708694 0.120 -0.005 0.022 -0.242
C -3.521906 -4.935311 1.473245 -0.176 0.056 0.052 -1.328
H 5.312345 -5.865847 0.834305 0.089 0.124 0.035 0.380
H 5.640199 -4.151978 0.537158 -0.040 -0.062 0.061 0.287
H 5.698111 -4.792634 2.188789 -0.057 -0.007 -0.103 0.332
H 3.172257 -4.653605 0.429477 0.063 0.025 0.108 0.313
H 3.231072 -5.324453 2.050835 0.040 0.069 -0.079 0.300
H 3.874725 -3.148437 2.997881 0.005 0.045 -0.148 0.441
H 3.885916 -2.409390 1.398873 -0.031 -0.084 0.043 -0.592
H 1.412599 -3.738952 2.644944 0.130 0.174 -0.041 0.447
H 1.812600 -2.008114 2.832453 -0.026 -0.212 0.050 0.446
H -0.579142 -2.068905 2.366271 0.071 0.032 -0.236 0.425
H -1.135465 -1.602033 0.743500 -0.030 -0.179 0.179 -0.843
H -1.363192 -4.003503 0.111473 0.047 0.053 0.167 0.319
H -0.791132 -4.499653 1.704567 -0.048 0.135 -0.116 0.319
H -2.728685 -3.403891 2.780900 -0.057 -0.041 -0.094 0.357
H -3.290070 -2.798029 1.228063 0.010 -0.110 0.034 0.156
H -4.515655 -4.883571 1.922733 0.042 -0.115 -0.065 0.387
H -3.642189 -5.128430 0.402639 0.016 0.003 0.117 0.320
H -2.988451 -5.783459 1.912776 -0.073 0.072 -0.029 0.334
C -2.901700 5.099869 -0.600607 0.131 0.448 0.241 -0.943
N -2.303823 3.784706 -0.651480 -0.481 -0.602 -0.240 0.306
C -3.061140 2.669938 -0.889208 -1.041 0.282 0.610 0.007
O -4.287208 2.623030 -0.919134 1.731 -0.068 -0.347 -0.668
C -2.087785 1.501731 -1.050552 -0.802 0.054 0.678 0.017
C -1.996875 1.050407 -2.502938 0.432 0.108 -0.203 -0.762
C -3.332421 0.561440 -2.966382 -0.496 -0.244 -0.234 -0.247
C -4.094459 1.284233 -3.883104 -0.012 0.378 0.029 0.349
F -3.604981 2.456300 -4.369714 -0.320 -0.837 0.244 -0.355
C -5.378240 0.892212 -4.252054 -0.234 0.209 -0.221 0.228
F -6.100909 1.635905 -5.113138 0.540 -0.577 0.618 -0.277
C -5.923273 -0.268430 -3.698502 -0.298 -0.129 -0.206 0.622
F -7.159749 -0.665169 -4.050417 0.944 0.302 0.290 -0.278
C -5.181397 -1.018601 -2.783087 -0.244 -0.275 0.132 -0.081
F -5.711730 -2.134642 -2.241614 0.414 0.810 -0.359 -0.285
C -3.908933 -0.585623 -2.425350 -0.108 -0.181 0.305 0.492
F -3.241374 -1.275318 -1.449377 -0.306 0.382 -0.785 -0.138
N -0.846825 2.070782 -0.529885 1.805 -1.445 0.013 0.585
C 0.223647 1.288781 -0.317380 -1.678 0.494 -0.298 0.886
C 1.500800 1.742025 -0.010699 1.629 0.113 0.396 -0.094
C 2.536829 0.879986 0.336708 -0.864 0.302 -0.536 -0.319
C 3.865616 1.298879 0.698472 1.157 0.566 0.323 0.717
C 4.945607 0.369766 0.812965 -0.620 0.305 -0.071 -0.345
C 6.222955 0.796923 1.168481 -0.040 0.219 -0.037 -0.705
C 6.484365 2.158095 1.398408 -0.574 -0.327 -0.194 -0.348
C 5.443448 3.088956 1.281016 -0.172 -0.034 -0.029 -0.732
C 4.156934 2.671395 0.954380 -0.026 -0.433 -0.115 -0.323
C -0.888989 3.542170 -0.398800 -0.011 0.915 -0.177 -0.029
C -0.037615 4.256066 -1.456415 -0.055 -0.160 -0.254 -1.455
C -0.485988 4.022682 1.002988 -0.259 -0.282 0.136 -1.496
H -3.943068 5.034921 -0.933216 0.315 -0.114 0.130 0.364
H -2.866803 5.493071 0.422621 -0.158 0.003 -0.192 0.317
H -2.357014 5.790258 -1.255441 -0.160 -0.127 0.080 0.322
H -2.420130 0.657359 -0.430035 0.157 0.297 -0.042 0.318
H -1.668652 1.893533 -3.127280 -0.045 -0.316 0.114 0.395
H -1.247121 0.248872 -2.563790 -0.144 0.160 -0.109 0.472
H 0.041907 0.208632 -0.396908 0.042 0.359 0.042 0.121
H 1.704654 2.811346 -0.087493 -0.061 -0.590 0.205 -0.155
H 2.320221 -0.193990 0.306537 0.057 0.215 0.106 0.043
H 4.756772 -0.686907 0.595098 0.111 0.433 0.134 0.220
H 7.032847 0.072120 1.259910 -0.270 0.186 -0.058 0.401
H 7.487056 2.490903 1.660498 -0.234 -0.108 -0.049 0.399
H 5.633227 4.151425 1.446397 -0.035 -0.368 -0.002 0.397
H 3.345238 3.404187 0.899843 0.445 -0.207 0.075 0.381
H -0.383522 3.981776 -2.462385 0.128 0.142 0.227 0.306
H -0.130710 5.342141 -1.321163 0.050 -0.345 -0.095 0.516
H 1.015849 3.984954 -1.361691 -0.166 0.203 -0.128 0.357
H -1.144627 3.570718 1.755615 0.173 0.128 -0.118 0.384
H 0.547143 3.746298 1.225078 -0.225 0.156 0.070 0.372
H -0.572386 5.115602 1.060910 0.007 -0.332 -0.057 0.472
```
Forces are in eV/Å.